Entry 1:
Formula: C11H14N
Source: the Open Molecules 2025 dataset
Level of theory: ωB97M-V with the def2-TZVPD basis set

Summary:
Net charge: +1
Relative energy (zero: lowest compared OMol25 entry of this formula, charge and spin) (kcal/mol): 64.8
Gap between HOMO and LUMO (eV): 9.44
HOMO (eV): -12.68
Largest force on an atom (eV/A): 5.5
Total energy (eV): -13114.9070

Each line ends with the natural charge from an NBO analysis.
Element x y z (Å)
C 3.28 0.69 0.14  -0.186
C 3.28 -0.70 -0.12  -0.146
C 2.13 1.40 0.30  -0.147
C 2.14 -1.43 -0.16  -0.199
C 0.94 0.67 0.02  -0.162
C 0.97 -0.67 -0.20  0.008
C -0.44 1.07 -0.15  0.205
C -1.12 2.17 -0.26  -0.399
C -0.43 -1.29 -0.43  -0.267
C -2.65 -0.40 -0.83  -0.428
C -1.58 -0.27 1.45  -0.416
N -1.40 -0.26 -0.07  -0.255
H 4.31 1.00 0.30  0.241
H 4.19 -1.10 -0.22  0.216
H 1.95 2.39 0.46  0.226
H 2.23 -2.55 -0.37  0.242
H -2.25 2.18 -0.25  0.236
H -0.60 3.18 -0.27  0.259
H -0.30 -1.58 -1.55  0.258
H -0.70 -2.28 -0.02  0.246
H -2.90 -1.36 -1.23  0.253
H -3.43 -0.02 -0.17  0.235
H -2.47 0.12 -1.84  0.254
H -2.00 -1.34 1.65  0.225
H -0.74 -0.14 2.07  0.250
H -2.43 0.51 1.77  0.249



Entry 2:
Formula: C2H3N5O
Source: the Open Molecules 2025 dataset
Level of theory: ωB97M-V with the def2-TZVPD basis set

Summary:
Relative energy (zero: lowest compared OMol25 entry of this formula, charge and spin) (kcal/mol): 102.7
Gap between HOMO and LUMO (eV): 9.14
HOMO (eV): -9.86
Largest force on an atom (eV/A): 6.2
Total energy (eV): -11616.3768

Each line ends with the natural charge from an NBO analysis.
Element x y z (Å)
C -1.07 -0.35 -0.10  0.613
C 1.21 -0.36 -0.11  0.477
H -2.96 -0.15 0.01  0.492
H 2.10 1.41 0.56  0.426
H 2.12 -2.02 -0.39  0.361
N -1.08 1.15 -0.34  -0.215
N 0.01 1.73 -0.19  0.090
N 1.15 0.99 0.52  -0.505
N 2.34 -0.95 0.01  -0.640
N -0.11 -1.17 -0.31  -0.463
O -2.29 -0.91 0.40  -0.635



Entry 3:
Formula: C33H30MoN4O3S2
Source: the Open Molecules 2025 dataset
Level of theory: ωB97M-V with the def2-TZVPD basis set

Summary:
Net charge: +2
Relative energy (zero: lowest compared OMol25 entry of this formula, charge and spin) (kcal/mol): 31.0
Gap between HOMO and LUMO (spin up / spin down) (eV): 5.78 / 5.79
HOMO (spin up / spin down) (eV): -13.38 / -13.37
Largest force on an atom (eV/A): 1.2
Total energy (eV): -70322.6071

Each line ends with the Löwdin charge.
Element x y z (Å)
Mo 2.03 -0.94 0.30  1.442
C 4.22 2.67 0.95  -0.038
O 4.42 2.49 2.35  -0.042
C 4.56 1.26 2.88  -0.207
C 5.28 1.18 4.08  0.055
C 5.51 -0.02 4.73  -0.025
C 5.03 -1.20 4.19  -0.001
C 4.28 -1.16 3.02  -0.135
C 3.86 -2.39 2.41  0.009
N 3.08 -2.49 1.38  -0.101
N 3.06 -3.77 0.82  0.120
C 2.54 -3.71 -0.34  -0.342
O 2.05 -2.50 -0.76  -0.418
C 2.40 -4.84 -1.25  -0.161
C 1.81 -4.66 -2.51  -0.018
C 1.70 -5.74 -3.37  -0.055
C 2.16 -6.99 -2.98  -0.047
C 2.75 -7.17 -1.73  -0.049
C 2.87 -6.09 -0.86  -0.010
C 4.03 0.07 2.39  -0.189
O 3.20 0.04 1.30  -0.402
H 4.48 3.71 0.76  0.105
H 3.18 2.50 0.67  0.055
H 4.88 2.02 0.38  0.107
H 5.67 2.11 4.47  0.141
H 6.08 -0.02 5.64  0.125
H 5.23 -2.15 4.67  0.129
H 4.28 -3.32 2.78  0.154
H 1.46 -3.68 -2.81  0.106
H 1.25 -5.61 -4.34  0.113
H 2.07 -7.83 -3.65  0.116
H 3.11 -8.14 -1.43  0.116
H 3.32 -6.22 0.11  0.118
S 0.15 -0.86 -1.32  0.774
C -0.93 0.42 -0.98  -0.594
N -1.87 0.80 -1.79  -0.057
C -2.74 1.94 -1.45  -0.057
C -3.07 1.89 0.01  -0.056
N -1.81 1.84 0.79  -0.059
C -1.84 2.56 2.09  -0.080
C -2.14 4.02 1.87  -0.246
C -3.23 4.61 2.49  -0.034
C -3.49 5.96 2.30  -0.050
C -2.67 6.72 1.48  -0.055
C -1.57 6.13 0.86  -0.057
C -1.30 4.78 1.06  -0.042
C -0.81 1.12 0.37  -0.601
S 0.64 0.96 1.24  0.773
C -2.15 0.16 -3.11  -0.079
C -3.51 -0.49 -3.07  -0.238
C -3.74 -1.56 -2.20  -0.039
C -4.99 -2.15 -2.15  -0.056
C -6.01 -1.69 -2.97  -0.055
C -5.78 -0.63 -3.84  -0.051
C -4.53 -0.03 -3.89  -0.039
H -3.64 1.86 -2.05  0.140
H -2.21 2.86 -1.71  0.156
H -3.66 1.01 0.27  0.158
H -3.60 2.79 0.31  0.142
H -0.88 2.41 2.58  0.087
H -2.61 2.08 2.69  0.148
H -3.88 4.02 3.13  0.121
H -4.34 6.42 2.79  0.117
H -2.87 7.77 1.33  0.117
H -0.92 6.72 0.23  0.114
H -0.43 4.33 0.59  0.114
H -1.35 -0.55 -3.32  0.089
H -2.11 0.96 -3.85  0.146
H -2.93 -1.94 -1.58  0.109
H -5.16 -2.99 -1.49  0.114
H -6.98 -2.16 -2.94  0.117
H -6.57 -0.28 -4.49  0.117
H -4.35 0.79 -4.57  0.121



Entry 4:
Formula: C33H54N3NdOS3Si
Source: the Open Molecules 2025 dataset
Level of theory: ωB97M-V with the def2-TZVPD basis set

Summary:
Net charge: +2
Multiplicity: 4
<S²>: 3.755
Relative energy (zero: lowest compared OMol25 entry of this formula, charge and spin) (kcal/mol): 3.5
Gap between HOMO and LUMO (spin up / spin down) (eV): 6.93 / 6.93
HOMO (spin up / spin down) (eV): -12.17 / -12.18
Largest force on an atom (eV/A): 1.6
Total energy (eV): -97264.4394

Each line ends with the Mulliken spin population.
Element x y z (Å)
Nd -0.09 0.28 -0.09  3.025
C -1.24 2.37 1.18  0.024
C -1.57 2.65 -0.17  -0.028
C -0.35 2.87 -0.88  0.008
C 0.73 2.76 0.04  -0.008
C 0.18 2.46 1.33  -0.012
C 0.83 2.77 2.66  -0.002
C 2.13 3.26 -0.23  0.000
C -0.30 3.54 -2.23  -0.001
C -2.89 3.18 -0.66  0.000
C -2.19 2.30 2.36  0.000
H 0.55 2.06 3.43  0.000
H 0.49 3.75 2.98  0.000
H 1.91 2.80 2.58  0.000
H 2.59 2.78 -1.10  -0.001
H 2.78 3.11 0.63  0.000
H 2.09 4.34 -0.42  0.000
H -0.75 2.93 -3.02  0.000
H 0.72 3.79 -2.51  0.000
H -0.86 4.48 -2.19  0.000
H -3.14 2.83 -1.66  0.000
H -2.84 4.27 -0.71  0.000
H -3.70 2.94 0.03  0.000
H -1.91 1.50 3.05  0.000
H -3.23 2.16 2.06  0.000
H -2.15 3.24 2.91  0.000
C -0.68 -4.94 -0.09  0.000
Si -1.54 -3.25 0.02  0.000
C -1.98 -2.70 -1.78  0.005
C -3.31 -3.52 0.81  0.000
N -0.66 -1.94 0.73  -0.008
C 0.13 -2.32 1.82  -0.009
C -0.25 -3.37 2.67  -0.002
C 0.61 -3.93 3.60  0.000
C 1.91 -3.48 3.69  0.000
C 2.29 -2.38 2.94  0.001
C 1.40 -1.76 2.08  0.003
O 1.77 -0.55 1.43  0.005
C 2.73 0.22 2.13  0.008
C 3.75 0.82 1.39  -0.001
C 4.69 1.61 2.03  0.000
C 4.63 1.79 3.40  0.000
C 3.62 1.18 4.13  0.000
C 2.67 0.41 3.50  -0.002
H -1.38 -5.77 -0.02  0.000
H 0.04 -5.07 0.72  0.000
H -0.14 -5.05 -1.03  0.000
H -1.48 -3.39 -2.44  0.000
H -1.65 -1.69 -2.04  0.000
H -3.03 -2.81 -2.01  0.000
H -4.07 -3.71 0.05  0.000
H -3.62 -2.71 1.48  0.000
H -3.30 -4.41 1.44  0.000
H -1.25 -3.75 2.59  0.000
H 0.26 -4.74 4.21  0.000
H 2.62 -3.96 4.35  0.000
H 3.29 -1.99 3.03  0.000
H 3.80 0.66 0.33  -0.002
H 5.47 2.07 1.45  0.000
H 5.37 2.41 3.90  0.000
H 3.58 1.31 5.20  0.000
H 1.88 -0.06 4.08  0.000
C 0.73 -1.97 -4.88  0.000
C -0.21 -0.79 -4.76  0.001
S 0.05 0.33 -3.33  0.001
C 1.73 0.96 -3.61  0.001
C 2.88 0.07 -3.14  -0.001
S 2.55 -0.64 -1.48  0.000
C 2.91 -2.44 -1.64  -0.002
C 2.54 -3.13 -2.93  0.000
S 0.77 -2.97 -3.34  0.000
H 1.75 -1.67 -5.13  0.000
H 0.36 -2.62 -5.67  0.000
H -1.23 -1.12 -4.65  0.000
H -0.13 -0.16 -5.65  0.000
H 1.75 1.90 -3.06  0.000
H 1.83 1.18 -4.68  0.000
H 3.78 0.68 -3.06  0.000
H 3.08 -0.74 -3.82  0.000
H 2.36 -2.86 -0.80  0.000
H 3.98 -2.55 -1.46  0.000
H 2.73 -4.20 -2.79  0.000
H 3.13 -2.81 -3.78  0.000
N -5.63 -1.34 -0.11  0.000
C -5.04 -0.85 -1.39  0.000
C -3.98 0.23 -1.14  0.002
N -2.96 -0.11 -0.16  -0.005
H -6.45 -1.92 -0.30  0.000
H -5.93 -0.54 0.47  0.000
H -4.93 -1.91 0.41  0.000
H -5.82 -0.44 -2.02  0.000
H -4.60 -1.71 -1.90  0.000
H -4.48 1.15 -0.82  0.000
H -3.51 0.44 -2.11  0.000
H -2.79 -1.12 -0.17  -0.003
H -3.24 0.17 0.77  0.001